{"formula": "C45H36Cl3N3P2Tl", "method": "the ωB97M-V functional and the def2-TZVPD basis", "species": ["Tl", "C", "P", "C", "C", "C", "C", "C", "C", "C", "C", "C", "C", "C", "C", "C", "C", "C", "C", "C", "P", "C", "C", "C", "C", "C", "C", "C", "C", "C", "C", "C", "C", "N", "H", "H", "H", "H", "H", "H", "H", "H", "H", "H", "H", "H", "H", "H", "H", "H", "H", "H", "H", "H", "H", "H", "H", "H", "H", "H", "Cl", "C", "Cl", "Cl", "C", "N", "N", "C", "C", "C", "C", "C", "C", "C", "C", "C", "C", "C", "C", "C", "H", "H", "H", "H", "H", "H", "H", "H", "H", "H"], "positions_angstrom": [[-0.86, 0.24, -0.18], [-3.71, -1.17, -0.79], [-2.10, -2.01, -0.77], [-1.71, -2.95, -2.24], [-2.54, -2.87, -3.30], [-2.22, -3.58, -4.48], [-1.09, -4.33, -4.61], [-0.15, -4.33, -3.61], [-0.51, -3.73, -2.40], [-2.00, -3.13, 0.63], [-1.26, -2.78, 1.74], [-1.12, -3.64, 2.80], [-1.76, -4.83, 2.81], [-2.59, -5.20, 1.73], [-2.66, -4.34, 0.61], [-3.77, -0.41, 0.52], [-4.61, -0.60, 1.58], [-4.26, 0.37, 2.55], [-3.13, 1.00, 2.11], [-2.15, 1.90, 2.81], [-0.42, 1.70, 2.22], [-0.04, 3.25, 1.37], [-1.03, 3.82, 0.62], [-0.71, 4.90, -0.23], [0.57, 5.37, -0.31], [1.55, 4.83, 0.50], [1.27, 3.74, 1.35], [0.64, 1.37, 3.63], [0.75, 2.29, 4.68], [1.47, 1.97, 5.82], [2.14, 0.77, 5.90], [2.05, -0.17, 4.89], [1.28, 0.15, 3.76], [-2.83, 0.56, 0.82], [-4.51, -1.88, -0.85], [-3.76, -0.55, -1.67], [-3.41, -2.24, -3.30], [-2.94, -3.49, -5.33], [-0.96, -4.88, -5.58], [0.83, -4.79, -3.73], [0.19, -3.88, -1.58], [-0.79, -1.79, 1.77], [-0.61, -3.33, 3.68], [-1.76, -5.47, 3.73], [-3.14, -6.12, 1.71], [-3.26, -4.66, -0.28], [-5.46, -1.30, 1.68], [-4.74, 0.56, 3.51], [-2.23, 1.62, 3.85], [-2.50, 2.93, 2.70], [-1.99, 3.36, 0.61], [-1.50, 5.34, -0.78], [0.80, 6.23, -0.95], [2.60, 5.16, 0.51], [2.07, 3.22, 1.88], [0.21, 3.21, 4.62], [1.62, 2.65, 6.65], [2.67, 0.56, 6.82], [2.61, -1.15, 4.91], [1.19, -0.59, 2.91], [-1.11, 0.17, -6.29], [-0.23, 0.82, -4.96], [0.10, 2.53, -5.18], [1.23, -0.11, -4.58], [-1.15, 0.75, -3.83], [-1.94, 0.79, -3.01], [0.35, 1.35, -1.41], [1.55, 1.05, -1.45], [2.56, 1.92, -2.10], [2.22, 3.24, -2.43], [3.12, 4.04, -3.08], [4.37, 3.55, -3.41], [4.65, 2.23, -3.13], [3.79, 1.44, -2.43], [2.11, -0.16, -0.75], [2.88, 0.05, 0.41], [3.23, -1.04, 1.21], [2.93, -2.36, 0.93], [2.17, -2.55, -0.23], [1.83, -1.50, -1.08], [1.25, 3.60, -2.21], [2.82, 5.07, -3.28], [5.08, 4.18, -3.92], [5.58, 1.77, -3.51], [3.99, 0.39, -2.32], [3.10, 1.12, 0.69], [3.71, -0.80, 2.12], [3.07, -3.17, 1.60], [1.77, -3.55, -0.40], [1.26, -1.68, -2.00]], "gap_ev": 7.040, "total_charge": 1, "homo_energy_ev": -9.97, "e_tot_ha": -4136.12794, "lumo_energy_ev": -2.93}



{"formula": "C30H33IN3O8PSW", "method": "the ωB97M-V functional and the def2-TZVPD basis", "species": ["W", "O", "C", "O", "C", "C", "C", "C", "C", "N", "C", "O", "O", "H", "H", "H", "H", "I", "C", "C", "C", "C", "C", "C", "C", "C", "C", "C", "H", "H", "H", "H", "H", "H", "C", "C", "C", "C", "N", "C", "S", "N", "H", "H", "H", "H", "H", "C", "C", "C", "C", "O", "P", "O", "O", "O", "C", "C", "C", "C", "H", "H", "H", "H", "H", "H", "H", "H", "H", "H", "H", "H", "H", "H", "H", "H", "H", "H"], "positions_angstrom": [[-0.10, -1.30, 0.04], [-2.54, -4.14, 2.03], [-1.72, -3.52, 1.22], [-1.87, -2.35, 0.90], [-0.52, -4.22, 0.68], [-0.20, -5.58, 0.93], [0.99, -6.09, 0.36], [1.79, -5.23, -0.47], [1.34, -3.91, -0.67], [0.26, -3.44, -0.07], [1.95, -2.82, -1.61], [2.94, -3.04, -2.27], [1.32, -1.69, -1.54], [-3.22, -3.56, 2.35], [-0.83, -6.20, 1.59], [1.39, -7.06, 0.59], [2.74, -5.50, -0.94], [-2.91, 1.03, 0.81], [-3.91, -0.36, -0.38], [-5.30, -0.44, -0.27], [-6.10, -0.95, -1.30], [-5.46, -1.32, -2.46], [-4.05, -1.31, -2.55], [-3.49, -1.76, -3.76], [-2.14, -1.80, -3.89], [-1.31, -1.51, -2.78], [-1.77, -1.14, -1.54], [-3.21, -0.95, -1.45], [-5.71, 0.08, 0.60], [-7.15, -0.94, -1.20], [-6.05, -1.62, -3.34], [-4.20, -2.09, -4.53], [-1.64, -2.21, -4.78], [-0.25, -1.66, -2.90], [4.29, -0.12, 4.62], [3.39, -0.65, 3.52], [4.01, -1.18, 2.38], [3.19, -1.46, 1.29], [1.87, -1.34, 1.41], [1.34, -0.90, 2.57], [-0.36, -0.76, 2.41], [2.05, -0.53, 3.63], [4.83, 0.73, 4.21], [5.04, -0.88, 4.90], [3.81, 0.15, 5.54], [5.11, -1.33, 2.45], [3.52, -1.79, 0.32], [-0.53, 2.14, -2.81], [0.81, 2.79, -2.39], [1.96, 1.87, -2.75], [0.97, 4.16, -2.99], [0.75, 2.95, -0.97], [1.13, 1.91, 0.17], [2.56, 1.79, 0.42], [0.47, 0.53, -0.17], [0.27, 2.43, 1.40], [0.28, 3.73, 2.08], [1.27, 4.71, 1.45], [-1.15, 4.15, 1.91], [0.66, 3.42, 3.54], [-0.47, 1.86, -3.84], [-1.40, 2.81, -2.76], [-0.70, 1.27, -2.19], [2.10, 1.83, -3.81], [1.74, 0.83, -2.44], [2.91, 2.24, -2.30], [1.04, 4.10, -4.09], [1.89, 4.64, -2.67], [0.13, 4.78, -2.66], [1.03, 4.83, 0.41], [2.33, 4.45, 1.58], [1.17, 5.68, 1.94], [-1.37, 4.22, 0.85], [-1.44, 5.09, 2.38], [-1.79, 3.40, 2.39], [1.68, 2.97, 3.51], [-0.09, 2.73, 3.96], [0.64, 4.32, 4.17]], "multiplicity": 3, "gap_ev": [5.868, 5.936], "total_charge": 0, "homo_energy_ev": [-7.31, -7.64], "e_tot_ha": -3033.71977, "lumo_energy_ev": [-1.44, -1.70]}



{"formula": "C29H56F24N8O19S8", "method": "the ωB97M-V functional and the def2-TZVPD basis", "species": ["C", "C", "C", "O", "C", "N", "H", "H", "H", "H", "H", "H", "H", "H", "H", "H", "H", "H", "C", "C", "C", "O", "C", "N", "H", "H", "H", "H", "H", "H", "H", "H", "H", "H", "H", "H", "C", "C", "C", "O", "C", "N", "H", "H", "H", "H", "H", "H", "H", "H", "H", "H", "H", "H", "C", "C", "C", "N", "C", "C", "C", "C", "C", "C", "H", "H", "H", "H", "H", "H", "H", "H", "H", "H", "H", "H", "H", "H", "H", "H", "H", "H", "H", "H", "C", "F", "F", "F", "S", "O", "O", "N", "S", "O", "O", "C", "F", "F", "F", "C", "F", "F", "F", "S", "O", "O", "N", "S", "O", "O", "C", "F", "F", "F", "C", "F", "F", "F", "S", "O", "O", "N", "S", "O", "O", "C", "F", "F", "F", "C", "F", "F", "F", "S", "O", "O", "N", "S", "O", "O", "C", "F", "F", "F"], "positions_angstrom": [[-8.90, 1.49, 9.00], [-9.26, 2.23, 7.70], [-8.21, 1.93, 6.56], [-8.73, 1.76, 5.24], [-7.99, 0.84, 4.43], [-10.64, 1.93, 7.23], [-11.16, 1.57, 8.02], [-11.18, 2.73, 6.94], [-10.62, 1.20, 6.54], [-8.25, 2.29, 9.36], [-8.23, 0.63, 8.97], [-9.66, 1.32, 9.75], [-9.24, 3.31, 7.82], [-7.89, 0.94, 6.87], [-7.38, 2.64, 6.62], [-8.41, -0.16, 4.57], [-6.93, 0.87, 4.69], [-8.03, 1.17, 3.40], [-3.65, -2.89, -0.32], [-2.10, -2.84, -0.13], [-1.55, -1.44, 0.13], [-0.68, -0.95, -0.93], [0.68, -1.10, -0.66], [-1.72, -3.86, 0.95], [-2.52, -3.98, 1.55], [-1.53, -4.75, 0.51], [-0.91, -3.61, 1.50], [-3.95, -3.88, -0.68], [-3.84, -2.32, -1.23], [-4.26, -2.50, 0.49], [-1.63, -3.13, -1.07], [-1.09, -1.28, 1.11], [-2.40, -0.76, 0.08], [0.92, -0.24, -0.04], [1.10, -0.96, -1.66], [0.96, -1.97, -0.07], [-1.74, 4.03, 4.95], [-0.57, 4.80, 5.57], [0.75, 3.97, 5.57], [1.26, 3.78, 4.24], [2.53, 3.10, 4.23], [-0.43, 6.05, 4.82], [-1.24, 6.44, 4.37], [0.18, 6.72, 5.26], [0.07, 5.86, 3.96], [-1.36, 3.70, 3.99], [-2.59, 4.65, 4.66], [-2.27, 3.23, 5.46], [-0.75, 5.36, 6.49], [0.71, 2.97, 6.00], [1.51, 4.50, 6.15], [3.21, 3.88, 4.59], [2.87, 2.93, 3.21], [2.54, 2.22, 4.87], [4.88, 3.70, -6.89], [5.48, 5.13, -6.97], [6.64, 5.12, -8.00], [7.51, 6.47, -8.08], [6.61, 7.65, -8.51], [7.25, 9.02, -8.33], [7.78, 9.26, -6.95], [8.89, 8.22, -6.69], [8.26, 6.76, -6.74], [8.47, 6.29, -9.22], [4.12, 3.58, -6.11], [5.61, 2.89, -6.77], [4.33, 3.40, -7.77], [5.92, 5.42, -6.02], [4.69, 5.87, -7.07], [6.19, 4.82, -8.94], [7.41, 4.35, -7.89], [5.69, 7.59, -7.93], [6.25, 7.69, -9.54], [6.29, 9.52, -8.49], [8.04, 9.28, -9.04], [7.05, 9.30, -6.14], [8.33, 10.20, -6.90], [9.28, 8.35, -5.68], [9.68, 8.45, -7.41], [7.68, 6.58, -5.83], [9.09, 6.10, -6.51], [9.13, 7.16, -9.26], [7.89, 6.46, -10.12], [8.87, 5.28, -9.13], [13.64, -3.86, -0.22], [14.04, -2.98, -1.12], [14.43, -4.93, -0.39], [13.68, -3.35, 1.00], [11.77, -4.57, -0.55], [11.78, -5.08, -1.95], [11.59, -5.74, 0.41], [10.72, -3.17, -0.24], [9.62, -3.70, 0.61], [8.92, -4.82, 0.05], [10.13, -3.78, 1.99], [8.38, -2.16, 0.56], [7.07, -2.46, 0.61], [8.78, -1.37, 1.56], [8.59, -1.47, -0.59], [2.35, -9.73, 1.58], [3.69, -9.86, 1.72], [1.88, -10.89, 1.15], [1.79, -9.44, 2.82], [1.90, -8.26, 0.36], [2.22, -6.92, 0.88], [2.63, -8.65, -0.89], [0.16, -8.50, 0.22], [-0.14, -8.86, -1.26], [-0.03, -7.72, -2.15], [0.53, -10.07, -1.79], [-2.09, -9.27, -1.37], [-2.52, -9.18, -2.62], [-2.30, -10.60, -0.97], [-2.86, -8.53, -0.54], [-10.43, -2.50, -4.57], [-10.64, -3.62, -3.96], [-9.45, -2.60, -5.48], [-11.64, -2.14, -5.09], [-9.97, -1.06, -3.29], [-11.12, -0.90, -2.40], [-8.83, -1.64, -2.55], [-9.68, 0.32, -4.31], [-8.14, 0.58, -4.08], [-7.79, 1.13, -2.78], [-7.30, -0.53, -4.47], [-7.69, 2.00, -5.33], [-8.40, 3.12, -5.23], [-6.38, 2.27, -5.31], [-7.99, 1.52, -6.60], [-1.97, -4.23, 6.38], [-1.34, -3.75, 7.44], [-1.28, -4.14, 5.27], [-2.27, -5.54, 6.67], [-3.62, -3.24, 6.04], [-4.29, -2.98, 7.33], [-3.19, -2.04, 5.37], [-4.28, -4.25, 4.93], [-5.47, -4.90, 5.65], [-5.26, -5.72, 6.83], [-6.70, -4.02, 5.72], [-5.98, -6.19, 4.27], [-6.72, -5.50, 3.35], [-4.90, -6.76, 3.75], [-6.74, -7.11, 4.90]], "gap_ev": 3.910, "total_charge": 0, "homo_energy_ev": -6.83, "e_tot_ha": -8587.66591, "lumo_energy_ev": -2.92}



{"formula": "C23H18Cl56NO5S", "method": "the ωB97M-V functional and the def2-TZVPD basis", "species": ["C", "C", "O", "O", "C", "C", "C", "N", "C", "C", "O", "C", "C", "S", "O", "O", "H", "H", "H", "H", "H", "H", "H", "H", "H", "H", "H", "H", "H", "H", "H", "H", "H", "H", "C", "Cl", "Cl", "Cl", "Cl", "C", "Cl", "Cl", "Cl", "Cl", "C", "Cl", "Cl", "Cl", "Cl", "C", "Cl", "Cl", "Cl", "Cl", "C", "Cl", "Cl", "Cl", "Cl", "C", "Cl", "Cl", "Cl", "Cl", "C", "Cl", "Cl", "Cl", "Cl", "C", "Cl", "Cl", "Cl", "Cl", "C", "Cl", "Cl", "Cl", "Cl", "C", "Cl", "Cl", "Cl", "Cl", "C", "Cl", "Cl", "Cl", "Cl", "C", "Cl", "Cl", "Cl", "Cl", "C", "Cl", "Cl", "Cl", "Cl", "C", "Cl", "Cl", "Cl", "Cl"], "positions_angstrom": [[2.56, -1.64, 0.25], [2.23, -2.71, -0.76], [2.28, -3.87, -0.48], [1.91, -2.22, -2.00], [0.64, -2.63, -2.55], [-0.43, -1.67, -2.02], [-1.12, -2.16, -0.74], [-1.61, -0.94, -0.01], [-2.22, -1.37, 1.29], [-3.39, -2.32, 0.99], [-3.54, -2.60, -0.39], [-2.37, -3.05, -1.06], [-2.22, -4.58, -0.98], [-1.43, -5.31, 0.44], [-1.02, -6.63, 0.00], [-2.33, -5.37, 1.57], [3.41, -1.07, -0.11], [1.71, -0.96, 0.30], [2.76, -2.13, 1.19], [0.44, -3.67, -2.31], [0.73, -2.53, -3.62], [-1.17, -1.43, -2.79], [0.10, -0.74, -1.81], [-0.36, -2.61, -0.11], [-2.34, -0.47, -0.56], [-0.83, -0.30, 0.15], [-2.55, -0.52, 1.88], [-1.45, -1.88, 1.86], [-3.35, -3.21, 1.61], [-4.31, -1.81, 1.28], [-2.58, -2.85, -2.11], [-1.66, -4.93, -1.84], [-3.20, -5.04, -1.06], [-0.32, -4.61, 0.81], [2.18, -1.20, 4.79], [2.27, 0.34, 5.65], [0.67, -1.27, 3.85], [3.55, -1.36, 3.69], [2.18, -2.53, 5.94], [-0.30, 2.90, -2.16], [-1.44, 3.22, -0.85], [1.17, 2.13, -1.53], [-1.06, 1.84, -3.35], [0.16, 4.42, -2.92], [-4.76, -3.55, -5.02], [-4.79, -1.99, -5.85], [-3.30, -4.44, -5.48], [-4.73, -3.28, -3.27], [-6.18, -4.48, -5.45], [1.22, -7.35, -3.91], [1.26, -9.06, -4.30], [0.60, -7.12, -2.27], [2.85, -6.68, -4.04], [0.15, -6.52, -5.06], [5.32, 1.16, -2.52], [5.73, 0.22, -3.96], [3.92, 0.42, -1.72], [6.68, 1.18, -1.40], [4.89, 2.81, -2.98], [-5.54, 3.68, 0.40], [-5.49, 1.91, 0.25], [-6.76, 4.13, 1.59], [-3.96, 4.28, 0.93], [-5.93, 4.38, -1.17], [-10.18, 4.88, -0.93], [-8.89, 5.98, -0.44], [-11.68, 5.31, -0.11], [-10.41, 4.99, -2.68], [-9.73, 3.22, -0.51], [-1.77, 0.34, 7.79], [-3.52, 0.29, 7.53], [-1.28, 1.96, 8.28], [-1.33, -0.81, 9.05], [-0.94, -0.09, 6.28], [0.27, 4.86, -7.43], [1.97, 5.16, -7.78], [-0.54, 6.39, -7.08], [-0.50, 4.08, -8.81], [0.15, 3.81, -6.01], [2.54, -6.48, 2.92], [2.70, -4.93, 3.77], [1.12, -6.44, 1.86], [3.97, -6.79, 1.93], [2.34, -7.75, 4.12], [6.47, -2.31, 0.21], [5.68, -2.70, -1.31], [7.62, -3.59, 0.63], [7.32, -0.77, 0.07], [5.25, -2.19, 1.49], [0.75, 4.44, 10.78], [1.88, 5.76, 11.04], [-0.25, 4.21, 12.21], [-0.28, 4.81, 9.39], [1.65, 2.95, 10.45], [3.93, 6.38, -2.23], [5.63, 6.68, -2.58], [3.09, 7.91, -1.94], [3.18, 5.57, -3.61], [3.78, 5.36, -0.79], [5.75, 10.39, -0.12], [6.93, 11.61, 0.35], [4.19, 10.76, 0.63], [5.57, 10.40, -1.88], [6.30, 8.80, 0.41]], "gap_ev": 9.266, "total_charge": 1, "homo_energy_ev": -12.02, "e_tot_ha": -27486.58402, "lumo_energy_ev": -2.76}



{"formula": "C9H11BrP2", "method": "the ωB97M-V functional and the def2-TZVPD basis", "species": ["C", "C", "C", "C", "C", "C", "C", "C", "C", "P", "P", "Br", "H", "H", "H", "H", "H", "H", "H", "H", "H", "H", "H"], "positions_angstrom": [[-1.25, 1.57, 1.60], [-0.24, 0.93, 2.36], [-1.60, 1.12, 0.33], [0.20, -0.31, 2.00], [-1.05, -0.06, -0.12], [-0.23, -0.90, 0.78], [-1.24, -0.76, -1.38], [-0.42, -2.07, -1.24], [0.03, -2.10, 0.20], [1.79, 1.52, -1.87], [2.81, 1.48, 0.00], [3.17, -0.76, 0.50], [-1.75, 2.34, 2.16], [0.13, 1.62, 3.09], [-2.26, 1.63, -0.33], [0.88, -0.84, 2.63], [-2.41, -0.79, -1.50], [-0.85, -0.23, -2.27], [-0.93, -3.03, -1.37], [0.52, -1.92, -1.90], [0.69, -2.89, 0.62], [1.12, 2.64, -1.61], [2.88, 1.81, -2.68]], "gap_ev": [5.005, 8.231], "total_charge": 0, "homo_energy_ev": [-6.58, -8.43], "e_tot_ha": -3606.15203, "lumo_energy_ev": [-1.58, -0.19]}